# 1
Density functional theory data (wB97M-V/def2-TZVPD) for a cluster of 2 separate species, C13H33N3O5PS in total in a non-equilibrium geometry.

The geometry in ORCA input format:
```
! RIJCOSX wB97M-V def2-TZVPD def2/J DEFGRID3
* xyz -1 1
H 3.540 -1.916 -0.038
C 3.135 -4.646 -0.105
H -1.820 3.037 -2.339
S -3.027 -3.760 -1.847
H -0.468 1.960 2.291
C 1.993 -1.135 -2.467
H 1.193 -3.798 0.308
H 1.554 2.536 0.732
H -0.477 0.425 1.456
C -1.187 -2.075 -0.533
N -3.252 4.996 4.094
H -0.227 2.725 -3.070
H -3.820 4.853 3.280
H -3.531 5.678 4.773
C -0.193 1.469 1.359
O -0.080 -0.002 -3.062
O -0.507 -0.865 -0.713
H 1.892 -0.312 -1.767
P -1.344 0.135 -1.860
C -2.120 4.230 4.204
N -1.368 4.457 5.329
H -0.533 3.912 5.435
N 2.307 -2.377 -1.736
H 1.752 0.800 0.623
O -1.806 3.413 3.365
H -0.577 -2.881 -0.972
H -2.444 0.325 -0.941
C 2.234 -3.515 0.417
H -0.818 3.211 0.344
H -0.366 3.834 -1.726
H 0.080 -2.091 -2.830
H -1.352 -2.383 0.499
H 3.089 -2.864 -2.149
H 1.803 1.592 2.210
H -2.069 0.910 -2.842
H 1.833 -1.469 0.097
H 2.604 -5.347 -0.737
O -2.234 -1.284 -2.494
O 2.484 -3.346 1.826
H 0.561 1.562 -1.235
C 0.620 -1.211 -3.164
C 1.328 1.593 1.231
H -3.250 -1.706 -0.768
C -2.441 -2.069 -1.411
C -0.509 1.746 -1.189
H 0.816 -1.368 -4.234
H 2.774 -0.869 -3.179
H 2.962 -2.507 1.929
C -0.955 2.133 0.217
C -0.759 2.904 -2.141
H -3.449 -4.115 -0.624
H -1.608 5.127 6.033
C 2.511 -2.212 -0.314
H 3.583 -5.183 0.723
H 3.962 -4.208 -0.662
H -2.018 1.950 0.372
*
```

Output
**Frontier orbital gap**: 0.2445 Ha
**Largest force on an atom**: 2.95 eV/Å
**M**: 374.46 g mol⁻¹


# 2
Density functional theory data (wB97M-V/def2-TZVPD) for a cluster of 4 separate species, C13H34BBrN2O10P3 in total in a non-equilibrium geometry.

The geometry in ORCA input format:
```
! RIJCOSX wB97M-V def2-TZVPD def2/J DEFGRID3
* xyz -1 1
H 1.511 -2.009 -6.113
H 1.648 -4.866 0.797
H 5.191 -1.344 0.249
O 1.852 1.005 4.480
H 0.272 -1.079 -6.998
H -5.602 1.078 1.805
O -3.741 3.055 1.465
P 4.126 -3.986 -0.581
C 0.622 4.648 2.411
C 1.141 3.112 5.315
O 4.469 -3.163 -2.112
C 0.962 -1.065 -6.157
P 2.298 -1.504 -0.490
C 1.243 2.051 4.259
H 4.489 -1.152 1.820
H -2.868 -1.537 -5.328
H -2.341 -3.482 -6.776
C -1.847 -1.676 -5.701
C -0.159 3.387 2.725
H -5.378 1.992 3.288
H -6.882 2.176 2.356
O 1.047 -2.601 -1.112
C -5.174 3.185 1.502
H -1.751 -1.035 -6.582
H -3.805 0.364 0.189
P 2.670 -3.378 2.123
H 3.891 -4.669 3.398
H 1.684 0.876 0.059
H -1.760 -3.751 -5.116
B 3.478 -2.560 0.586
H 3.586 -3.068 -2.589
H -0.053 5.457 2.120
H -5.587 3.286 0.495
H -0.617 -3.330 -6.382
O 0.927 -0.301 -3.909
H -0.721 3.084 1.835
H 1.061 2.623 6.292
H 1.664 -0.248 -6.353
O 0.730 2.298 3.034
O 1.448 -2.412 2.904
N 4.727 -1.827 1.054
H -3.312 1.271 -1.266
H -4.839 1.642 -0.506
O -0.967 -1.244 -4.647
H 1.330 4.467 1.595
H 0.997 -2.474 -2.122
H 0.259 3.743 5.220
O 2.010 -4.944 1.728
H 1.631 -0.127 1.654
H 0.216 -0.309 0.298
H -0.895 3.533 3.520
H 1.211 4.981 3.271
C 0.300 -0.816 -4.834
H 2.042 3.729 5.294
C -3.061 2.323 0.557
C 1.359 -0.177 0.517
O -1.836 2.402 0.485
H -5.386 4.128 2.018
Br 6.057 -4.769 0.349
H 1.823 -1.624 3.390
N 3.855 -3.614 3.248
C -1.631 -3.143 -6.017
C -5.799 2.043 2.279
C -3.814 1.344 -0.295
*
```

Output
**Frontier orbital gap**: 0.1909 Ha
**Largest force on an atom**: 4.81 eV/Å
**M**: 562.06 g mol⁻¹


# 3
Density functional theory data (wB97M-V/def2-TZVPD) for a cluster of 3 separate species, C13H34BO3 in total in a non-equilibrium geometry.

The geometry in ORCA input format:
```
! RIJCOSX wB97M-V def2-TZVPD def2/J DEFGRID3
* xyz -1 1
C 0.825 4.995 3.450
C 1.339 -1.000 -3.084
H 1.266 5.701 1.454
C 0.212 -2.087 -3.661
C 0.962 2.189 -0.709
H 3.846 2.826 -0.641
H -0.481 0.353 -2.351
C 1.576 1.531 -2.082
H 2.568 0.978 -1.787
H 2.128 -0.870 -3.953
H -3.299 -2.474 0.143
H 0.852 -3.472 -1.855
H 0.424 0.899 -3.951
H 2.668 4.292 -0.327
H 1.085 -4.203 -3.638
H -1.343 -5.044 -3.739
H 1.816 2.418 -2.813
C -2.107 -3.885 1.269
H 0.896 5.992 3.899
C 0.495 5.121 1.972
H -0.284 3.161 3.783
C -3.253 -2.892 1.154
H 3.583 3.456 1.116
H 2.043 3.483 3.203
H -1.999 -3.564 -2.598
H 0.287 -2.152 -4.844
O 2.097 4.369 3.598
H -1.214 4.642 4.103
H -1.215 -5.213 2.726
C -0.226 4.178 4.185
H -0.471 5.614 1.824
H -4.216 -3.382 1.337
H 0.414 3.214 -0.975
H -3.123 -5.375 0.509
C 3.016 3.253 0.085
H 0.088 1.483 -0.307
H -3.137 -2.071 1.868
H -0.840 -1.635 -3.333
C 0.369 -3.581 -2.940
H -1.034 -5.024 -1.840
C 0.583 0.473 -2.847
H 0.030 4.085 5.246
O -2.285 -4.925 0.310
H -2.956 -5.037 2.899
H -1.161 -3.384 1.037
H 0.463 4.137 1.491
H 1.811 -1.330 -2.059
H -1.884 -3.718 3.421
C -2.037 -4.491 2.662
O 1.932 2.307 0.392
B -1.109 -4.338 -2.803
*
```

Output
**Relative energy (zero: lowest compared OMol25 entry of this formula, charge and spin)**: 56.8 kcal per mole
**Frontier orbital gap**: 0.2405 Ha
**Largest force on an atom**: 2.64 eV/Å
**M**: 249.22 g mol⁻¹


# 4
Density functional theory data (wB97M-V/def2-TZVPD) for a structure of composition C13H34GaN2PS.

The geometry in ORCA input format:
```
! RIJCOSX wB97M-V def2-TZVPD def2/J DEFGRID3
* xyz 0 1
C 1.593 -1.590 -2.620
H 5.476 1.417 -2.312
H -1.260 -1.408 -1.096
H 4.353 -0.488 0.809
C 2.582 -1.901 0.096
C 2.893 -0.955 -2.152
C 4.707 1.914 -1.718
C -5.186 0.791 1.980
H 1.201 -3.494 0.243
H -5.732 3.367 0.265
C -4.935 2.310 2.006
H 1.898 0.606 0.702
N 2.892 -0.632 -0.677
H 4.982 -0.770 -0.812
H -4.054 2.516 2.617
C 4.270 -0.180 -0.233
C 1.271 -2.852 -1.824
C -4.479 0.010 3.085
C 1.861 0.396 -0.364
C -4.788 2.952 0.618
P -2.526 -1.164 -0.497
H -4.678 0.519 4.036
H 3.438 -2.559 -0.070
H -4.426 2.225 -0.110
H 5.572 1.394 0.167
H -2.801 -2.486 -0.082
H 2.552 -1.617 1.147
H 2.009 -3.627 -2.062
Ga -2.081 0.290 1.370
H 1.709 -1.825 -3.678
C 1.291 -2.568 -0.326
H 0.297 -3.241 -2.118
H 3.912 1.882 0.292
H -4.037 3.743 0.631
H -2.557 0.239 3.701
H -6.256 0.624 2.144
H -0.482 0.022 1.660
N -3.039 -0.217 2.935
S -3.774 -0.550 -1.923
H -4.985 0.372 0.988
H 3.098 -0.028 -2.681
H 3.728 -1.639 -2.311
H 4.980 2.965 -1.637
H 0.435 -1.958 -0.035
H -5.792 2.774 2.499
C 4.600 1.302 -0.324
H 2.032 1.298 -0.944
H 0.768 -0.877 -2.558
H -4.982 -0.963 3.171
H 3.771 1.878 -2.275
H -2.202 1.788 0.872
H 0.882 -0.006 -0.593
*
```

Output
**Frontier orbital gap**: 0.2279 Ha
**Largest force on an atom**: 0.68 eV/Å
**M**: 351.19 g mol⁻¹


# 5
Density functional theory data (wB97M-V/def2-TZVPD) for a cluster of 3 separate species, C13H34N3O6S3 in total.

The geometry in ORCA input format:
```
! RIJCOSX wB97M-V def2-TZVPD def2/J DEFGRID3
* xyz -1 1
H 0.192 4.482 2.082
O -4.520 -1.799 1.777
H -2.133 -2.186 0.938
H 1.125 2.524 0.873
C -5.092 -3.055 2.067
C -2.171 -3.130 3.498
S 3.691 0.225 -5.017
N 2.210 -0.145 -4.581
H 4.334 -0.528 -1.726
H -1.552 -0.717 1.306
S -0.764 1.530 -4.306
H -0.862 -0.500 -2.426
H -0.883 2.807 0.016
C 0.067 -0.030 -2.101
H -0.171 2.112 -2.110
C 0.690 2.579 3.011
C -0.080 3.895 2.961
H 1.508 1.044 1.761
C -1.375 2.039 0.621
H -3.718 -0.154 2.586
H 1.249 1.562 -3.020
O 2.693 -2.513 -3.754
H 2.097 -0.739 -1.681
C -2.303 -1.731 2.904
H -0.761 1.375 3.750
H -4.408 -3.881 1.857
H -1.794 -1.035 3.583
O 0.433 -1.841 -4.534
H -1.962 1.402 -0.042
O 4.379 -0.844 -5.703
H 1.723 2.808 3.291
H -0.522 0.297 -4.778
C 0.211 1.340 -2.779
H -5.971 -3.166 1.433
H 0.873 -1.990 -1.852
H 0.719 0.919 4.203
H 5.627 0.899 -4.034
H -1.140 -3.308 3.802
H -0.034 0.144 -1.024
H 0.135 4.485 3.852
S 1.695 -1.478 -3.914
H -1.156 3.722 2.937
C -3.747 -1.224 2.812
H 5.999 -0.548 -2.259
H -2.427 -3.894 2.764
C 1.213 -1.030 -2.250
C 4.698 0.562 -3.572
H -2.817 -3.260 4.370
O 3.603 1.516 -5.665
H -2.053 2.523 1.329
N -1.589 -1.679 1.631
H 4.806 -1.557 -3.092
H -4.262 -1.350 3.776
C 0.776 1.850 1.666
C 4.966 -0.593 -2.611
H 4.249 1.427 -3.081
O -0.422 1.214 1.267
N 0.132 1.738 4.073
H -5.403 -3.116 3.117
*
```

Output
**Frontier orbital gap**: 0.2906 Ha
**Largest force on an atom**: 0.30 eV/Å
**M**: 424.63 g mol⁻¹


# 6
Density functional theory data (wB97M-V/def2-TZVPD) for a cluster of 5 separate species, C13H35ClO15PS4Si in total.

The geometry in ORCA input format:
```
! RIJCOSX wB97M-V def2-TZVPD def2/J DEFGRID3
* xyz -1 1
H 1.145 -1.492 8.998
C -3.183 -2.254 7.130
S 0.643 -2.142 0.683
H 5.036 -6.517 -5.470
C 2.550 1.685 -2.993
H -4.822 4.016 -1.898
Si 1.009 0.598 -3.472
C 1.309 -0.218 3.189
H 1.238 -0.946 3.998
C 1.085 -3.643 -0.119
H -2.696 -2.530 5.048
S 3.883 -2.469 -4.968
O -1.174 2.770 -3.815
C 0.363 -2.212 8.768
O -1.577 -0.451 8.865
O 3.645 -2.641 -6.373
H -3.708 -3.198 7.260
H -3.633 -1.516 7.796
C -6.584 5.222 -2.285
S -3.960 6.425 -0.820
H 1.239 -4.413 0.633
H -6.861 6.093 -2.880
H -6.772 5.452 -1.238
O 5.229 -3.253 -4.583
O 2.499 2.873 -3.356
H -2.294 7.905 -0.205
O 3.436 1.039 -2.391
O -0.385 -0.770 6.728
O -1.844 -2.549 7.614
H 1.980 -3.467 -0.710
H 6.033 -4.937 -3.860
S -0.904 -1.316 7.942
O 2.868 -2.881 -4.046
O 1.919 -2.025 1.624
H 4.068 -5.224 -6.201
H -2.846 8.193 -1.881
C -2.564 7.440 -1.151
H 0.248 -3.898 -0.766
H 4.636 -0.727 -3.576
H 5.345 -0.686 -5.240
H -4.965 4.571 -3.562
H -1.212 3.600 -3.323
H 5.825 -5.197 -6.355
C 5.001 -5.448 -5.686
H -1.753 6.816 -1.515
H 3.266 -0.818 2.490
H 0.306 -0.051 2.798
C 2.253 -0.699 2.110
C -5.136 4.851 -2.525
O -0.526 -2.359 1.482
C 5.117 -4.674 -4.389
H 1.680 0.723 3.597
H -7.215 4.381 -2.575
O -4.232 5.967 -2.311
H 4.272 -4.871 -3.727
H 0.738 -2.979 8.096
O 0.675 -1.070 -0.256
O -3.572 5.291 -0.040
H -2.716 -0.842 5.554
H 3.665 -0.158 -4.936
H -0.045 -2.644 9.678
Cl -2.313 0.165 -3.359
O -5.044 7.244 -0.364
H 2.289 -0.018 1.259
C 4.452 -0.848 -4.640
H 1.048 -0.744 -2.857
H -4.239 -1.717 5.358
C -3.203 -1.806 5.686
H 0.893 0.436 -4.955
P -0.903 1.563 -2.710
*
```

Output
**Frontier orbital gap**: 0.2227 Ha
**Largest force on an atom**: 0.49 eV/Å
**M**: 654.19 g mol⁻¹


# 7
Density functional theory data (wB97M-V/def2-TZVPD) for a cluster of 9 separate species, C13H35N8O18 in total in a non-equilibrium geometry.

The geometry in ORCA input format:
```
! RIJCOSX wB97M-V def2-TZVPD def2/J DEFGRID3
* xyz -1 1
H -0.658 3.839 -2.441
H 7.767 -2.450 1.141
H 7.425 -1.401 2.543
C -1.560 3.355 -2.053
O -7.987 -0.902 -3.853
H -5.527 -2.472 -3.382
H 1.710 -6.149 0.642
C 1.508 4.084 0.622
O 0.857 3.011 -0.028
O -3.081 -1.170 -2.230
C 1.445 -6.661 -0.278
H 4.267 -3.677 -1.591
H 2.665 1.481 4.614
O -2.386 4.629 2.040
H -4.700 4.294 3.120
O 3.662 3.578 5.259
H -10.376 -1.426 -3.017
C 1.602 5.272 -0.319
N -0.879 -2.501 -0.301
O 3.313 4.267 3.240
H -3.973 4.173 4.752
N 7.297 -3.456 2.910
H 0.996 4.353 1.544
O 5.005 -1.266 -2.191
N -3.670 -1.532 -3.226
H -1.189 -2.216 -2.342
C -3.897 4.628 3.771
O 6.145 -1.651 -0.399
O -1.897 3.455 3.791
C -10.004 -0.421 -2.846
H -0.921 3.528 0.931
O -7.941 -0.134 -1.836
H 2.529 3.766 0.828
O 1.018 -5.416 -2.176
O 3.061 -5.523 -1.475
H -0.142 -0.997 -1.577
O -1.134 2.003 -1.633
H 0.616 5.542 -0.687
H -10.295 0.243 -3.654
H 5.769 -3.711 -2.556
H -2.290 1.830 0.084
H -0.112 2.042 1.500
N 3.264 3.434 4.116
H 1.982 -7.600 -0.368
H 5.830 -3.998 -0.790
H 2.167 4.941 -1.185
C 2.649 2.128 3.745
C -1.247 1.782 -0.279
N 5.508 -2.007 -1.378
H -10.333 -0.038 -1.887
H 2.118 6.107 0.150
O -0.918 -1.682 0.588
C 7.922 -2.304 2.204
H 8.977 -2.287 2.451
H 0.374 -6.809 -0.347
H 1.631 2.328 3.419
O 6.107 -3.625 2.742
H -0.913 0.753 -0.108
H -5.477 -1.080 -2.257
O 8.013 -4.153 3.605
N 1.871 -5.793 -1.408
C -0.396 -2.051 -1.633
H -5.458 -0.804 -4.019
N -8.519 -0.490 -2.840
H 3.236 1.712 2.932
N -2.615 4.200 3.148
C -5.156 -1.465 -3.216
C 5.330 -3.470 -1.593
H 0.476 -2.653 -1.877
C -0.349 2.659 0.619
O -1.209 -3.674 -0.191
H -1.886 3.930 -1.176
O -3.139 -1.943 -4.244
H -3.879 5.711 3.840
*
```

Output
**Frontier orbital gap**: 0.0769 Ha
**Largest force on an atom**: 1.23 eV/Å
**M**: 591.46 g mol⁻¹


# 8
Density functional theory data (wB97M-V/def2-TZVPD) for a structure of composition C13H36ClIMnP3 in a non-equilibrium geometry.

The geometry in ORCA input format:
```
! RIJCOSX wB97M-V def2-TZVPD def2/J DEFGRID3
* xyz 2 5
H 3.735 1.504 2.139
C 1.718 -0.782 -1.032
H -3.682 2.076 -0.430
H 1.450 -3.874 -1.002
H -2.013 -2.028 1.958
H 0.329 -1.425 2.072
Mn -0.645 0.718 0.381
H 0.318 -4.675 -2.127
H 1.882 0.260 -0.690
H -0.029 2.683 3.383
H -2.836 -1.694 -1.836
H 2.902 -2.063 0.296
H -1.479 -2.933 -1.230
H -2.030 0.757 -3.968
H -1.242 -3.530 2.494
P -2.124 0.622 -1.544
H -3.943 -0.771 -0.798
I 0.373 2.956 -0.653
P 1.313 1.152 2.103
H 0.869 -2.972 1.352
H 1.533 -0.706 -2.124
H 1.971 -0.934 3.218
C 0.982 2.726 2.959
H 0.738 -0.049 4.136
H 1.706 2.884 3.771
P 0.122 -1.382 -0.309
C 1.652 0.055 3.548
C 0.075 -2.212 1.342
H 1.017 3.571 2.259
H 3.237 0.578 0.709
H 3.898 -1.110 -0.841
H -3.986 -0.532 -2.567
H -0.022 -4.680 -0.383
H -0.313 -2.388 -2.440
H -1.756 -3.323 0.813
H -3.956 2.063 -2.198
C -1.297 -2.810 1.667
H -0.588 -0.055 -3.303
C 0.381 -4.068 -1.208
C -3.188 2.082 -1.411
H 2.971 2.327 0.747
H -2.604 3.007 -1.487
H 0.736 5.678 -0.593
H 2.986 -2.516 -1.419
H 2.433 0.493 4.177
C -0.166 5.149 -0.891
C -3.330 -0.727 -1.706
H -1.013 5.397 -0.252
H -0.380 5.279 -1.948
C 2.943 -1.663 -0.731
Cl -2.189 0.753 2.008
C -1.293 0.774 -3.152
C 2.967 1.418 1.359
H -0.720 1.710 -3.208
C -0.413 -2.768 -1.410
*
```

Output
**Frontier orbital gap (spin up / spin down)**: 0.2472 / 0.3052 Ha
**Largest force on an atom**: 2.23 eV/Å
**M**: 502.65 g mol⁻¹


Here are the calculated E numbers, same order: -1795.17213 -5000.67727 -766.12215 -3289.45877 -2326.00566 -4328.78155 -2307.79301 -3449.36777 (a.u.).